{
  "formula": "C28H37N2OPPd",
  "method": "ωB97M-V with the def2-TZVPD basis set",
  "homo_ev": [-6.7, -6.6],
  "species": ["H", "P", "H", "H", "C", "H", "H", "H", "C", "H", "H", "N", "H", "C", "C", "C", "H", "C", "C", "H", "C", "H", "O", "H", "H", "C", "Pd", "H", "C", "H", "C", "H", "H", "C", "C", "H", "C", "C", "C", "H", "H", "H", "H", "H", "H", "H", "C", "C", "H", "C", "H", "H", "H", "C", "C", "C", "C", "N", "H", "H", "H", "C", "H", "H", "H", "C", "C", "H", "C", "C"],
  "positions_angstrom": [[-0.941, 5.013, -5.138], [-0.153, -0.763, 0.944], [-0.158, 1.960, 0.766], [-1.909, -3.366, 0.964], [-0.119, 1.832, -4.330], [-3.285, -2.678, 1.815], [-0.339, -3.392, 2.669], [-2.674, -1.898, 0.353], [0.091, 1.803, 1.826], [1.844, 0.976, 3.827], [3.870, 0.252, -1.272], [3.217, -2.184, -1.832], [-3.495, 0.076, 0.056], [-0.877, 4.104, -4.557], [-3.830, 2.093, 0.741], [-2.626, 3.722, -0.524], [-0.413, -2.678, -1.004], [2.476, -3.989, 1.168], [-3.241, 1.123, -0.056], [1.650, -0.751, 3.595], [1.983, -4.773, 0.138], [-4.544, 1.821, 1.503], [1.237, -1.250, -2.279], [-3.145, -0.938, 3.288], [0.367, 0.970, -4.774], [-3.470, 3.417, 0.530], [0.019, 0.539, -1.336], [2.311, -2.160, 2.246], [-2.241, -0.511, 2.855], [0.577, -4.900, -1.468], [2.432, -1.109, -2.071], [-3.858, 4.196, 1.166], [1.933, 0.851, 0.164], [1.912, -2.753, 1.438], [-0.236, 2.992, -5.080], [2.403, -5.749, -0.059], [0.844, -2.283, 0.680], [0.871, 0.486, 1.978], [2.184, 0.661, 1.214], [2.821, -0.217, 1.263], [2.524, 2.205, -1.395], [-1.610, -2.942, 3.798], [-0.835, 1.805, 2.396], [4.178, -2.084, -1.556], [3.298, -4.347, 1.771], [1.971, 1.788, -3.031], [-1.344, 2.865, -2.545], [-0.632, 1.755, -3.041], [2.740, 1.515, 1.599], [-2.107, 2.686, -1.305], [2.774, -3.083, -1.706], [-1.993, 4.888, -2.917], [-0.089, -2.059, 3.796], [-1.448, 4.035, -3.300], [-2.382, -2.429, 1.257], [0.379, -3.066, -0.377], [0.942, -4.300, -0.648], [-2.371, 1.397, -1.012], [-2.363, 4.748, -0.737], [-2.538, 0.277, 2.171], [3.719, 0.253, -3.035], [2.167, 1.395, -2.035], [-1.668, -0.069, 3.664], [0.182, 3.037, -6.078], [0.267, 0.239, 4.061], [1.165, 0.210, 3.451], [-0.819, -2.547, 3.159], [0.693, 2.651, 2.154], [-1.437, -1.594, 2.133], [3.150, 0.230, -2.098]]
}

{
  "formula": "C28H38As3Cl4N5O2Pt",
  "method": "ωB97M-V with the def2-TZVPD basis set",
  "homo_ev": [-6.2, -6.2],
  "species": ["H", "C", "H", "H", "C", "Cl", "C", "H", "C", "N", "C", "C", "H", "H", "C", "H", "H", "H", "H", "H", "As", "H", "H", "C", "C", "C", "H", "Cl", "H", "C", "H", "C", "H", "H", "C", "H", "C", "C", "H", "H", "H", "C", "H", "C", "N", "H", "C", "H", "N", "H", "H", "C", "C", "H", "H", "Pt", "As", "H", "As", "C", "H", "C", "C", "C", "H", "N", "C", "N", "H", "Cl", "H", "H", "Cl", "O", "C", "H", "H", "H", "C", "O", "C"],
  "positions_angstrom": [[1.240, -4.306, 0.553], [-2.462, 0.514, -5.453], [-5.480, 2.853, -5.350], [3.412, -0.966, -0.245], [0.072, -0.644, -3.035], [1.887, 6.241, -2.726], [-1.313, -2.374, -3.112], [2.779, -0.166, 2.199], [2.509, -0.529, 5.001], [-0.115, -1.046, -1.793], [-2.115, 0.127, 2.503], [-0.940, -3.719, 5.866], [-1.269, -2.639, -0.928], [3.325, 0.123, 4.684], [3.100, -1.985, -0.005], [0.362, 1.382, -3.633], [-0.297, -1.891, 3.494], [3.125, -1.753, 2.896], [-2.104, -0.960, 2.546], [0.286, -1.371, -5.757], [1.475, -1.866, 1.036], [-1.481, -3.813, 4.923], [-1.627, -3.927, 6.686], [-0.707, -1.313, -5.315], [0.527, -1.861, 4.215], [-2.443, 1.700, -6.183], [-1.483, 3.026, 1.572], [5.110, 2.511, -0.448], [-1.946, -3.123, -3.556], [1.019, 3.889, -1.664], [-2.454, -1.406, 4.948], [-4.615, 2.207, -5.397], [-0.141, -4.459, 5.894], [-3.519, 3.488, -6.738], [-3.534, 2.570, -6.166], [1.075, -2.805, 4.132], [-1.924, -1.002, 5.810], [-0.762, 2.718, 2.327], [1.495, 1.407, 3.575], [2.196, -4.057, 2.033], [0.145, 0.828, 4.547], [0.755, 0.606, 3.667], [2.932, -1.492, 5.295], [3.379, 4.305, -1.552], [-1.232, 1.781, -6.848], [0.412, -3.963, 2.077], [2.319, -1.073, 2.606], [1.489, 0.237, -4.375], [-0.644, -1.433, -3.873], [-1.179, 2.867, 3.322], [2.034, -0.089, 5.878], [3.536, 3.063, -0.928], [0.948, 0.477, -3.459], [-5.496, 0.763, -4.066], [2.913, -2.530, -0.931], [0.366, 0.037, 0.006], [-0.361, 0.845, 2.084], [-1.790, 0.072, 5.683], [-0.202, -1.911, 6.061], [1.499, -0.717, 3.857], [-1.315, -2.136, -5.690], [2.116, 4.723, -1.928], [-3.555, 0.138, -4.666], [1.159, 2.653, -1.058], [-3.563, -0.773, -4.083], [-0.544, 0.748, -6.566], [1.303, -3.753, 1.490], [-1.252, -0.051, -5.726], [-2.760, 0.429, 1.679], [4.754, 5.310, -1.862], [-2.529, -1.163, 6.701], [0.141, 3.313, 2.206], [-0.586, 4.373, -2.128], [2.577, 1.036, -0.148], [-4.623, 1.006, -4.658], [-2.503, 0.540, 3.433], [3.874, -2.496, 0.568], [1.655, 0.686, -2.658], [2.459, 2.205, -0.687], [0.080, 1.892, -0.834], [-0.974, -2.124, -1.825]]
}

{
  "formula": "C28H38BN8O6S3W",
  "method": "ωB97M-V with the def2-TZVPD basis set",
  "total_charge": 1,
  "homo_ev": -10.3,
  "species": ["H", "H", "H", "H", "C", "C", "C", "H", "C", "C", "C", "H", "C", "C", "H", "C", "H", "C", "N", "H", "O", "S", "C", "H", "H", "H", "C", "H", "C", "N", "C", "H", "H", "O", "C", "C", "H", "H", "H", "B", "H", "N", "N", "H", "C", "H", "O", "H", "C", "S", "C", "C", "W", "C", "C", "S", "N", "C", "O", "H", "H", "H", "C", "H", "C", "O", "C", "H", "H", "N", "H", "H", "N", "H", "C", "C", "H", "H", "O", "H", "H", "H", "N", "H", "H"],
  "positions_angstrom": [[5.586, 2.754, 3.430], [-1.924, -3.688, 3.651], [-4.547, -0.693, -3.008], [0.234, -3.981, -0.594], [0.975, -1.508, 5.055], [-1.148, -2.606, 5.708], [1.457, -3.234, -2.266], [-2.232, -2.659, 5.601], [-3.992, 1.949, -3.806], [-1.531, -2.963, 2.967], [1.723, -0.983, -5.054], [-1.016, 0.023, 6.229], [4.717, 1.434, 1.980], [4.713, 2.525, 2.835], [2.058, -4.049, -2.618], [3.301, -2.756, -4.319], [-2.831, -2.486, -1.880], [0.546, -3.203, -1.269], [-0.936, -1.791, 1.203], [2.658, -3.533, -4.737], [2.391, 2.293, -1.287], [0.365, 0.525, -2.362], [-2.466, 0.570, -0.876], [-5.832, 1.675, -0.871], [2.960, 0.408, -2.980], [3.983, -2.435, -5.105], [3.471, -0.504, -3.280], [2.422, -0.731, -5.852], [1.160, 3.633, 2.140], [1.541, -1.958, -2.796], [2.508, -1.535, -3.866], [1.468, -0.732, 4.474], [4.209, -0.248, -4.041], [2.157, -0.055, -0.168], [-3.770, -0.541, -2.283], [3.375, 0.001, 0.305], [-6.103, 0.815, -2.395], [3.523, 4.166, 3.611], [1.411, -2.473, 4.793], [-0.825, -1.192, -0.182], [-4.330, 4.018, -2.174], [-3.471, 0.713, -1.768], [1.658, 3.312, -0.739], [-2.927, 2.018, -4.030], [-0.457, -1.136, 2.285], [-6.259, 2.569, -2.336], [4.254, -0.797, 0.106], [-2.265, -0.237, 5.005], [-1.611, -2.917, 1.626], [0.485, 0.315, 2.303], [-1.189, -0.187, 5.174], [-0.535, -1.523, 4.824], [0.911, 1.603, -0.112], [0.669, -1.173, -2.133], [-2.933, -1.427, -1.716], [-1.713, 1.772, 0.112], [-2.142, -0.740, -0.826], [-3.735, 3.234, -1.705], [0.416, 3.133, -1.307], [1.167, -1.323, 6.112], [0.081, 5.003, 2.804], [3.991, -0.917, -2.414], [2.489, 2.993, 2.158], [-2.685, 3.423, -1.917], [3.579, 1.180, 1.232], [0.272, 3.162, 1.439], [3.573, 3.321, 2.940], [-0.781, 0.631, 4.586], [-4.399, 1.071, -4.307], [-0.815, -1.848, 3.384], [1.172, -0.082, -4.791], [-0.933, -2.348, 6.744], [0.051, -1.925, -1.203], [1.025, -1.731, -5.434], [-4.214, 1.914, -2.292], [-5.692, 1.722, -1.952], [-4.490, 2.826, -4.217], [5.569, 0.776, 1.878], [0.989, 4.673, 2.914], [-3.890, 3.287, -0.629], [-2.096, -3.588, 0.939], [3.903, -3.172, -3.510], [2.519, 1.957, 1.322], [-0.713, -3.588, 5.518], [-0.256, -0.202, 0.020]]
}